{
  "formula": "C21H37BaClN3O7S",
  "method": "ωB97M-V/def2-TZVPD",
  "species": ["Ba", "Cl", "S", "O", "O", "O", "O", "O", "O", "O", "N", "N", "N", "C", "C", "C", "C", "C", "C", "C", "C", "C", "C", "C", "C", "C", "C", "C", "C", "C", "C", "C", "C", "C", "H", "H", "H", "H", "H", "H", "H", "H", "H", "H", "H", "H", "H", "H", "H", "H", "H", "H", "H", "H", "H", "H", "H", "H", "H", "H", "H", "H", "H", "H", "H", "H", "H", "H", "H", "H", "H"],
  "xyz": [[-0.1403, 0.0971, 0.6480], [-3.1617, -0.0149, 1.5187], [0.5420, 3.0786, 2.2360], [-0.3204, -1.2389, 2.8743], [0.8264, 1.7295, 2.7993], [2.8466, -1.1566, 0.8492], [-0.1095, -2.6348, 0.3483], [1.6267, 4.0193, 2.3994], [0.0793, 2.9107, 0.8299], [0.5766, -0.5081, -1.8832], [-1.2376, -0.3982, 4.7863], [0.5834, -4.5989, -0.5929], [3.4032, 0.8005, -0.2315], [3.7782, 1.3867, -1.5071], [3.6946, 1.5793, 0.9696], [0.6674, -3.2711, -0.3860], [-0.0746, 1.2182, -3.3882], [-0.8456, 3.6985, 3.1983], [0.7613, 3.4863, -3.2196], [-0.9944, -0.3933, 3.4761], [-0.3290, -0.1877, -2.8206], [-0.4259, -5.3884, 0.0822], [-1.7887, -0.3862, -2.3075], [1.6107, -5.3176, -1.3215], [-2.5588, 0.6715, -2.0840], [0.5245, 2.2401, -2.6309], [-0.4991, 1.4714, -4.6874], [-0.7217, -1.4879, 5.5705], [-3.9814, 0.6293, -1.6378], [3.2120, -0.5443, -0.1582], [0.3406, 3.7287, -4.5334], [-2.2124, -1.7986, -1.9878], [-0.3143, 2.7209, -5.2704], [-1.9765, 0.6708, 5.4228], [-3.2974, -1.9128, -2.1209], [-0.6634, 3.5443, 4.2696], [3.3613, 0.7579, -2.2993], [-1.7654, 3.1877, 2.8958], [-1.9945, -2.0937, -0.9473], [1.4831, -2.7831, -0.9474], [3.3489, 1.0459, 1.8590], [-1.0065, 0.6607, -5.2252], [-1.4915, 0.4597, 2.9728], [3.1833, 2.5447, 0.9014], [-0.1421, -2.1290, 4.9091], [-1.2214, -4.7326, 0.4310], [-4.3363, -0.3832, -1.4240], [-2.9511, 0.3060, 5.7578], [-0.2836, -0.8729, -3.7043], [1.1655, -5.8796, -2.1497], [-2.1350, 1.4678, 4.6960], [-1.6780, -2.5037, -2.6365], [-1.5583, -2.0485, 5.9992], [0.0094, -5.9111, 0.9442], [0.8064, 2.0744, -1.5907], [-2.1708, 1.6876, -2.2409], [-4.1147, 1.2296, -0.7332], [4.7752, 1.7720, 1.0386], [-0.6820, 2.9052, -6.2852], [0.4936, 4.7083, -4.9867], [3.3886, -1.0542, -1.1334], [-0.8134, -6.1300, -0.6253], [-0.0863, -1.0850, 6.3644], [-1.4031, 1.0538, 6.2711], [2.1403, -6.0239, -0.6699], [2.3236, -4.5969, -1.7203], [3.3700, 2.3964, -1.5862], [-0.9476, 4.7731, 3.0266], [-4.6196, 1.0450, -2.4268], [1.2619, 4.2722, -2.6331], [4.8692, 1.4359, -1.6108]],
  "atomic_forces_ev_per_a": [[0.03, -0.15, -1.01], [-0.22, 0.08, -0.28], [0.02, -1.23, -0.40], [-0.41, 0.34, 0.74], [-0.25, 0.77, -0.21], [0.38, 0.51, -0.82], [1.15, -1.19, -1.05], [-0.11, 0.17, 0.04], [0.11, 0.35, 0.97], [0.77, -0.37, 1.40], [0.19, -0.17, -0.03], [0.10, -0.18, 0.07], [0.29, -0.49, 0.20], [0.04, -0.32, 0.04], [-0.26, 0.17, -0.11], [-0.80, 1.14, 0.83], [-0.33, -0.06, 0.30], [-0.11, 0.19, -0.01], [-0.14, -0.03, -0.06], [0.23, 0.40, -0.34], [-0.53, -0.06, -0.17], [0.11, -0.09, -0.05], [0.88, 0.51, -0.06], [-0.21, 0.15, 0.04], [-0.41, 0.40, 0.14], [-0.10, -0.18, -0.60], [0.00, 0.25, -0.18], [-0.18, 0.10, 0.30], [-0.37, 0.06, 0.08], [-0.40, -0.03, 0.28], [-0.21, -0.23, -0.18], [-0.09, -0.08, -0.04], [0.26, 0.27, 0.35], [0.04, -0.32, -0.23], [0.36, -0.14, -0.08], [0.17, -0.10, -0.36], [0.00, 0.28, 0.02], [0.22, -0.01, -0.03], [-0.02, 0.25, -0.35], [-0.28, 0.01, 0.17], [0.03, 0.13, -0.24], [0.21, 0.35, 0.11], [0.42, -0.38, 0.29], [0.03, -0.16, 0.17], [-0.03, 0.02, 0.12], [0.05, -0.03, -0.06], [0.09, 0.29, 0.10], [0.01, 0.10, 0.13], [0.10, 0.08, -0.08], [0.07, 0.05, 0.05], [-0.01, -0.06, 0.10], [-0.12, 0.03, 0.04], [0.16, -0.09, 0.14], [-0.10, 0.03, -0.09], [-0.01, -0.07, -0.33], [-0.05, -0.46, -0.17], [-0.08, -0.15, -0.10], [-0.11, -0.11, 0.00], [0.22, 0.05, 0.35], [0.02, -0.20, 0.11], [-0.28, 0.19, 0.37], [-0.07, 0.08, 0.17], [-0.01, -0.20, 0.08], [-0.09, 0.05, -0.01], [-0.05, 0.11, -0.04], [0.01, -0.08, -0.03], [-0.04, -0.15, -0.03], [0.04, -0.17, -0.15], [-0.02, 0.08, 0.03], [-0.33, -0.34, -0.35], [-0.01, 0.08, -0.01]],
  "e_homo_ev": -4.83,
  "total_energy_ha": -2397.451951,
  "e_lumo_ev": 2.34,
  "total_charge": -1,
  "orbital_gap_ev": 7.164,
  "relative_energy_kj_mol": 45.9
}


{
  "formula": "C5H5F4O3",
  "method": "ωB97M-V/def2-TZVPD",
  "species": ["F", "F", "F", "F", "O", "O", "O", "C", "C", "C", "C", "C", "H", "H", "H", "H", "H"],
  "xyz": [[0.4583, -1.2144, -1.6937], [0.7858, 2.2577, 0.2959], [-1.3358, -0.6773, -2.8820], [0.1911, 0.8097, -2.4246], [-1.7276, 1.1690, -0.4778], [1.0285, 0.6423, 2.5918], [1.6083, -1.1164, 1.2694], [-1.1791, -1.0357, 0.3602], [1.2627, 0.9641, 0.2579], [-0.4690, -0.2347, -1.9195], [1.3548, 0.1305, 1.3174], [-1.2274, 0.1220, -0.5810], [1.5903, 0.5225, -0.6263], [-1.7180, -1.8803, 0.0059], [-1.6722, -0.8041, 1.3633], [1.1569, 1.5729, 2.5306], [-0.1075, -1.2280, 0.6125]],
  "atomic_forces_ev_per_a": [[-0.88, 0.40, -0.78], [0.30, 0.05, 0.16], [0.41, 0.05, 0.42], [-0.36, -0.02, -0.39], [-1.82, 3.03, 0.23], [0.09, -1.24, -0.11], [-0.05, 1.36, 0.11], [-0.38, 1.16, 2.54], [-0.06, -0.41, 0.54], [0.62, -0.31, 0.45], [0.02, -1.04, 1.40], [2.02, -3.35, -0.45], [0.40, 0.38, -1.61], [-0.10, -0.96, -0.76], [0.53, 0.19, -1.34], [-0.07, 1.31, -0.04], [-0.68, -0.61, -0.37]],
  "e_homo_ev": -3.14,
  "total_energy_ha": -818.728723,
  "e_lumo_ev": 3.81,
  "total_charge": -1,
  "orbital_gap_ev": 6.948,
  "relative_energy_kj_mol": 137.9
}


{
  "formula": "C63H62F3KN6P2S3",
  "method": "ωB97M-V/def2-TZVPD",
  "species": ["K", "S", "S", "S", "P", "P", "F", "F", "F", "N", "N", "N", "N", "N", "N", "C", "C", "C", "C", "C", "C", "C", "C", "C", "C", "C", "C", "C", "C", "C", "C", "C", "C", "C", "C", "C", "C", "C", "C", "C", "C", "C", "C", "C", "C", "C", "C", "C", "C", "C", "C", "C", "C", "C", "C", "C", "C", "C", "C", "C", "C", "C", "C", "C", "C", "C", "C", "C", "C", "C", "C", "C", "C", "C", "C", "C", "C", "C", "H", "H", "H", "H", "H", "H", "H", "H", "H", "H", "H", "H", "H", "H", "H", "H", "H", "H", "H", "H", "H", "H", "H", "H", "H", "H", "H", "H", "H", "H", "H", "H", "H", "H", "H", "H", "H", "H", "H", "H", "H", "H", "H", "H", "H", "H", "H", "H", "H", "H", "H", "H", "H", "H", "H", "H", "H", "H", "H", "H", "H", "H"],
  "xyz": [[0.0938, 0.1771, -0.3720], [2.2705, -1.8973, -2.0146], [2.3653, 1.7396, -2.8568], [4.4121, -0.0393, -2.9502], [-1.9357, 0.3544, 2.4565], [-0.5249, -2.5054, 1.2877], [0.3319, 9.9550, -2.6022], [0.2239, 9.1062, -4.5811], [2.0918, 9.0838, -3.4868], [1.5309, -1.7479, -0.7744], [1.6279, 0.8118, -2.0267], [3.7892, -1.1668, -2.1359], [3.6823, 1.1044, -3.6867], [-1.7807, -0.9374, 4.9006], [-0.4825, -3.2223, 3.9683], [-1.4790, -1.0612, 3.6304], [-0.6442, -3.9377, 7.5303], [2.7796, -3.6028, -2.3235], [-0.7558, 6.9405, -3.1626], [0.8963, 5.7978, -1.2588], [0.1984, -1.1326, -3.7524], [1.6048, 2.4685, -4.2792], [3.7205, 4.2110, -2.6153], [0.3455, -1.2924, -6.1583], [2.0095, -5.8485, -2.6937], [-1.0142, 1.9489, 4.7140], [-0.5424, 3.7891, -1.1284], [-1.0797, 5.7109, -2.6023], [7.1098, 2.3590, -1.2549], [6.2725, 1.7526, -2.1743], [-3.2551, -2.5617, 0.7914], [7.2243, 1.8404, 0.0321], [7.1869, -2.0989, -4.9299], [-1.4229, -1.9314, 5.7574], [6.4197, -1.5393, -3.9220], [6.9388, -1.7651, -6.2580], [-1.3463, -2.7900, 8.0036], [-1.7721, -3.9676, -0.6428], [5.1481, -0.2983, -5.5854], [-1.0033, 1.8108, 3.1922], [-1.6426, 3.0679, 2.5840], [0.7756, -3.8012, 1.3938], [0.1510, 3.4386, -6.4052], [0.4595, 1.6833, 2.7237], [-0.4994, 3.0050, -5.2606], [-0.7806, 2.6515, -0.7041], [3.1750, 2.9213, -0.6313], [5.9268, -0.8719, -6.5841], [-0.3755, -0.9908, -5.0070], [2.2825, 2.8886, -5.4312], [-0.3518, -4.0712, 6.2088], [-3.6420, 0.6028, 3.0867], [3.1324, 3.1071, -2.0031], [1.2251, 7.0250, -1.8153], [-0.7455, -3.0589, 5.2936], [1.5410, 3.3820, -6.4936], [4.3854, 5.1344, -1.8213], [5.6482, 0.0968, -0.4992], [3.3105, -6.3201, -2.5290], [-0.8465, -2.2781, 3.1356], [1.6443, -1.7703, -6.0544], [4.0769, -4.0618, -2.1510], [-2.0435, -3.5014, 0.7964], [1.7418, -4.4941, -2.5864], [0.2245, 2.5148, -4.1792], [-0.2545, 5.1037, -1.6498], [1.5047, -1.6149, -3.6569], [0.4062, 7.5947, -2.7789], [4.3360, -5.4276, -2.2553], [3.8520, 3.8493, 0.1518], [0.7604, 8.9299, -3.3632], [-2.3552, -4.7062, 1.6762], [5.5594, 0.6235, -1.7805], [4.4588, 4.9491, -0.4413], [5.4155, -0.6429, -4.2679], [6.4996, 0.7179, 0.4089], [-1.7287, -1.8096, 7.1406], [2.2210, -1.9468, -4.8023], [0.5603, 1.7209, 1.6330], [4.8390, 6.0057, -2.2773], [6.1500, 2.1640, -3.1702], [-0.1084, -1.1514, -7.1322], [3.8921, 3.7140, 1.2264], [-2.6848, -4.4026, -1.0659], [-1.5731, -2.7004, 9.0589], [-4.2821, -0.2032, 2.7258], [0.9681, -4.1793, 0.3895], [-2.2605, -0.9241, 7.4714], [0.7271, -4.1281, -2.7036], [-4.1323, -3.0982, 0.4121], [-0.3497, -4.7106, 8.2300], [1.0459, 2.5139, 3.1311], [2.6837, 2.0551, -0.2014], [-1.4056, 7.3837, -3.9076], [-3.6743, 0.6208, 4.1752], [-0.2601, 2.1974, -3.2575], [-1.9841, 5.1954, -2.8998], [-1.5385, -5.4333, 1.6836], [-2.6279, 3.2527, 3.0213], [-3.5036, -2.2118, 1.7988], [7.5413, -2.2051, -7.0434], [-0.5197, 1.1246, 5.2337], [-2.5573, -4.4229, 2.7114], [0.5229, -4.6088, 2.0774], [1.5431, 5.3443, -0.5190], [-1.3869, -0.6098, -5.0851], [6.5831, 0.3289, 1.4170], [-0.4836, 2.8754, 4.9674], [-0.9890, -4.7300, -0.6815], [-1.4646, -3.1389, -1.2920], [-3.0997, -1.6796, 0.1662], [-1.0126, 3.9315, 2.8298], [3.3600, 2.8071, -5.5051], [3.6551, 4.3645, -3.6871], [3.2259, -2.3526, -4.7278], [0.9043, 0.7496, 3.0925], [5.3484, -5.7905, -2.1177], [-1.5804, 3.0484, -5.1980], [-1.7269, 3.0274, 1.4965], [-3.2490, -5.2141, 1.2892], [5.7385, -0.6178, -7.6206], [7.6622, 3.2470, -1.5371], [4.3459, 0.3909, -5.8120], [6.6044, -1.7902, -2.8828], [-0.3856, -0.8386, -2.8803], [1.2010, -6.5387, -2.9017], [-0.4266, 3.8229, -7.2385], [-4.0396, 1.5365, 2.6903], [7.8775, 2.3257, 0.7477], [4.9783, 5.6728, 0.1763], [5.0409, -0.7545, -0.2214], [0.1699, -4.9371, 5.8173], [7.9787, -2.7946, -4.6803], [3.5187, -7.3804, -2.6106], [4.8749, -3.3653, -1.9267], [2.2091, -2.0199, -6.9446], [2.1315, 7.5322, -1.5030], [1.7024, -3.3307, 1.7282], [-2.0327, 2.0286, 5.1067], [2.0420, 3.7157, -7.3947]],
  "atomic_forces_ev_per_a": [[-1.44, 0.08, 1.24], [0.20, -0.25, 0.00], [0.35, -0.39, -0.17], [-0.27, 0.07, 0.26], [0.09, -0.37, 0.33], [-0.06, -0.16, 0.88], [-0.06, 0.19, 0.09], [-0.03, 0.10, -0.19], [0.19, 0.08, -0.07], [0.83, -0.84, -1.00], [0.69, 1.07, -1.09], [-0.38, -0.44, -0.41], [-0.16, 0.00, 0.22], [-0.01, -0.04, -0.26], [-0.05, 0.07, -0.13], [0.02, -0.17, -0.15], [-0.18, 0.22, 0.24], [0.13, -0.07, 0.10], [-0.15, -0.25, 0.04], [0.18, 0.17, -0.01], [0.16, -0.12, 0.11], [-0.21, 0.06, -0.30], [-0.03, -0.11, 0.10], [0.00, 0.02, 0.10], [0.08, -0.03, 0.00], [-0.04, 0.06, 0.11], [-0.04, 0.25, 0.00], [-0.09, 0.20, -0.18], [0.03, 0.03, 0.03], [0.05, -0.07, 0.15], [-0.05, 0.02, 0.06], [-0.01, 0.00, -0.04], [0.03, -0.02, -0.05], [-0.22, 0.32, 0.19], [0.03, 0.01, -0.18], [0.01, -0.01, 0.04], [0.17, -0.29, -0.01], [-0.07, -0.02, -0.09], [0.18, -0.14, -0.02], [0.15, -0.05, -0.06], [0.05, 0.14, 0.12], [-0.03, 0.05, -0.02], [0.01, -0.01, 0.01], [-0.04, -0.12, 0.00], [-0.08, 0.03, 0.04], [-0.11, 0.85, -0.32], [0.19, 0.24, 0.11], [-0.05, 0.02, 0.03], [0.03, 0.07, -0.09], [-0.25, -0.11, 0.19], [0.00, 0.05, -0.21], [-0.07, 0.13, 0.05], [0.12, 0.08, 0.15], [0.06, -0.22, 0.22], [0.24, -0.41, -0.13], [-0.04, -0.02, 0.09], [-0.02, -0.04, 0.12], [0.13, 0.21, -0.01], [-0.07, 0.11, 0.00], [-0.11, 0.28, -0.09], [-0.03, -0.01, 0.06], [-0.09, -0.08, -0.01], [-0.02, 0.10, -0.09], [0.05, -0.02, 0.02], [-0.06, 0.16, -0.17], [0.00, -0.52, 0.14], [-0.21, 0.22, 0.01], [-0.02, 0.12, -0.05], [0.02, 0.07, 0.00], [-0.03, -0.03, -0.02], [-0.12, -0.47, 0.20], [-0.01, -0.19, 0.02], [0.21, 0.22, 0.07], [-0.04, -0.04, -0.10], [0.21, -0.29, -0.03], [-0.05, 0.00, -0.04], [-0.01, 0.09, -0.22], [-0.09, 0.03, 0.16], [-0.16, 0.13, 0.21], [-0.01, -0.01, 0.01], [-0.01, -0.06, 0.05], [0.02, -0.02, 0.04], [0.01, 0.03, -0.04], [0.06, 0.00, 0.03], [0.02, -0.03, -0.03], [0.05, -0.03, 0.00], [-0.02, 0.02, 0.00], [0.04, -0.06, -0.04], [0.05, 0.01, 0.01], [0.05, 0.02, 0.00], [-0.02, 0.05, 0.00], [-0.03, -0.03, -0.01], [0.02, 0.10, -0.05], [0.02, -0.02, 0.03], [-0.01, 0.01, 0.02], [0.04, 0.05, -0.09], [0.02, 0.03, -0.04], [-0.05, 0.07, -0.01], [0.06, -0.01, -0.03], [0.07, -0.06, -0.04], [-0.02, 0.01, 0.03], [-0.04, 0.10, -0.15], [0.01, 0.03, -0.07], [-0.03, 0.01, -0.01], [0.02, 0.03, 0.00], [0.04, -0.02, -0.01], [-0.01, 0.02, -0.06], [-0.07, -0.05, 0.02], [-0.04, 0.05, 0.03], [-0.02, -0.03, 0.10], [0.06, -0.03, -0.01], [-0.05, -0.05, -0.03], [-0.06, -0.01, 0.07], [-0.02, -0.06, 0.10], [-0.08, 0.03, 0.05], [0.00, 0.08, -0.04], [-0.05, 0.02, -0.01], [0.04, 0.02, -0.01], [0.05, -0.09, 0.02], [0.10, 0.04, 0.04], [0.01, -0.02, 0.05], [-0.02, -0.04, 0.03], [0.03, -0.03, 0.03], [-0.04, 0.04, -0.05], [0.37, -0.22, -0.14], [0.03, 0.01, 0.00], [0.05, -0.02, 0.04], [0.01, 0.00, -0.03], [-0.03, -0.03, -0.02], [-0.01, -0.01, -0.05], [0.04, 0.04, -0.04], [-0.02, 0.06, 0.02], [-0.03, 0.03, -0.03], [-0.01, 0.06, 0.01], [-0.07, -0.01, -0.02], [-0.01, 0.01, 0.02], [-0.05, -0.02, -0.02], [-0.09, 0.04, -0.01], [0.12, -0.03, -0.03], [-0.01, -0.02, 0.05]],
  "e_homo_ev": -6.88,
  "total_energy_ha": -5542.898670,
  "e_lumo_ev": -0.14,
  "orbital_gap_ev": 6.743,
  "relative_energy_kj_mol": 78.3
}


{
  "formula": "C18H12N6O2",
  "method": "ωB97M-V/def2-TZVPD",
  "species": ["O", "O", "N", "N", "N", "N", "N", "N", "C", "C", "C", "C", "C", "C", "C", "C", "C", "C", "C", "C", "C", "C", "C", "C", "C", "C", "H", "H", "H", "H", "H", "H", "H", "H", "H", "H", "H", "H"],
  "xyz": [[3.9411, -3.1930, 1.0673], [3.0916, -1.2447, 0.5153], [0.2250, 1.4442, 1.2065], [-0.6758, 0.2672, -0.6241], [-2.3809, 3.3023, -0.6302], [-2.4899, 1.5265, -1.7629], [-2.8590, 2.7934, -1.6734], [1.0524, -0.5655, 0.6174], [-2.5451, -0.6378, -2.9599], [-2.7977, 0.7711, -2.9485], [2.3376, -0.2119, 1.2043], [2.1587, 0.2594, 3.8967], [3.1722, -1.5798, 5.0648], [2.4659, -0.4290, 5.0454], [-1.4872, 2.4312, -0.0852], [-3.0904, -0.7287, -5.2417], [2.4831, -0.4627, 2.6478], [-1.5532, 1.2844, -0.8307], [-0.5492, 2.5691, 0.9592], [0.1519, 0.3690, 0.3559], [-3.4957, 1.3375, -4.0670], [-3.5913, 0.5806, -5.1492], [3.2380, -1.6705, 2.6885], [3.4232, -2.2226, 1.3567], [-2.6446, -1.3763, -4.0701], [3.5521, -2.2495, 3.9342], [3.4626, -1.9827, 5.9590], [1.0347, -1.2899, -0.0692], [2.6189, 0.8295, 0.9441], [3.9626, -3.2363, 4.0176], [-0.4584, 3.5078, 1.3872], [-3.9495, 1.0247, -6.1066], [1.6600, 1.1696, 3.9353], [-3.8648, 2.3472, -4.2380], [-3.2323, -1.2574, -6.1857], [2.1227, -0.0372, 6.0587], [-2.2722, -2.3839, -4.1317], [-2.2173, -1.0555, -2.0877]],
  "atomic_forces_ev_per_a": [[2.32, -5.58, -2.06], [0.27, 1.55, -0.99], [-0.81, 3.50, 0.19], [-2.26, -0.80, -2.57], [0.64, 2.09, 0.38], [0.68, -2.06, -2.06], [-2.05, 0.89, -0.03], [-0.42, -0.15, 0.43], [-0.21, 3.73, 0.60], [-1.48, -0.80, -0.66], [-0.87, -0.07, -1.79], [0.94, -3.19, -2.96], [0.50, -0.93, -1.42], [-1.19, 2.38, 1.90], [-0.01, 0.53, 0.96], [-0.86, -0.32, 0.57], [1.47, -0.65, 2.74], [2.40, -1.82, 1.51], [0.32, -5.23, -2.24], [-1.02, 3.27, 1.76], [1.40, 1.38, 2.89], [0.22, -2.32, -4.00], [-1.99, 1.04, 3.03], [-0.62, 4.70, 2.50], [-0.34, 0.12, -3.37], [-0.44, 0.26, -1.42], [0.39, -1.02, 2.29], [0.50, -0.46, -0.19], [0.15, -0.78, -0.29], [0.53, -0.20, -0.18], [0.61, 1.30, 1.57], [0.00, -0.33, 0.97], [-0.90, 1.38, -0.28], [0.38, 0.02, 1.09], [0.35, 0.05, 0.30], [0.58, -0.22, -1.54], [-0.20, -0.29, 0.24], [1.01, -1.00, 2.14]],
  "e_homo_ev": -8.88,
  "total_energy_ha": -1172.079547,
  "e_lumo_ev": -0.13,
  "orbital_gap_ev": 8.745,
  "smiles": "O=C1O[C@@H](Nc2ncc3nnn(-c4ccccc4)c3n2)c2ccccc21"
}